# 1
Computed, not measured: a cluster of 2 separate species, C40H40F7N3O2 in total in a non-equilibrium geometry, with the ωB97M-V functional and the def2-TZVPD basis.

Positions of all 92 atoms, in Å:
F 0.12605 -3.15446 2.71832
C 1.26493 -3.87569 2.83722
C 1.21759 -5.21478 3.01027
F 0.03966 -5.86104 3.10532
C 2.42742 -6.02407 3.12600
O 2.39032 -7.25491 3.26905
C 3.68064 -5.27945 3.11113
F 4.81479 -5.98687 3.28225
C 3.71695 -3.93837 2.96503
F 4.88593 -3.27098 2.98675
C 2.51219 -3.13814 2.82776
O 2.56332 -1.89183 2.81493
C -0.86061 -4.08894 -0.75944
C -1.40963 -2.85363 -1.47003
C -2.88381 -2.99180 -1.86419
C -0.53422 -2.45291 -2.66591
C -0.41054 -3.31438 -3.75786
C 0.36739 -2.95668 -4.85776
C 1.00929 -1.71658 -4.89393
C 0.88426 -0.82635 -3.83049
C 1.60494 0.52418 -3.83774
C 1.58630 1.22297 -5.20219
C 3.02552 0.38895 -3.29566
C 0.12996 -1.21749 -2.71124
N 0.02907 -0.31969 -1.58303
N -0.82608 0.72782 -1.60950
N -0.82592 1.19392 -0.32770
C -1.75738 2.23523 0.03935
C -2.93969 1.89412 0.72849
C -3.30602 0.43410 1.03691
C -4.61988 0.01929 0.36499
C -3.30882 0.15003 2.54177
C -3.75310 2.93249 1.18189
C -3.39486 4.26226 0.96458
C -2.26062 4.57072 0.21519
C -1.44256 3.56192 -0.28692
C -0.19147 3.89294 -1.10603
C 1.00027 4.23434 -0.21084
C -0.42624 5.00037 -2.14075
C 0.15524 0.56940 0.43670
C 0.63020 1.09728 1.68877
C 1.98418 0.90330 2.06708
C 2.49066 1.38897 3.26227
C 1.67351 2.14618 4.09225
C 2.21241 2.65181 5.40260
F 1.22942 3.13313 6.21937
F 2.85558 1.65599 6.09055
F 3.11799 3.66509 5.22151
C 0.36080 2.42386 3.73871
C -0.15693 1.89144 2.57112
C 0.69575 -0.45295 -0.34982
C 1.61482 -1.44945 -0.13359
H 0.17932 -3.90961 -0.45810
H -1.43719 -4.30052 0.15075
H -0.88647 -4.97497 -1.40868
H -1.34447 -2.02272 -0.75857
H -3.23710 -2.05798 -2.32186
H -3.03694 -3.80713 -2.58430
H -3.49889 -3.18457 -0.97569
H -0.93133 -4.27317 -3.73582
H 0.46876 -3.64299 -5.69715
H 1.61791 -1.43637 -5.75510
H 1.02916 1.15327 -3.14323
H 0.56324 1.27889 -5.59242
H 1.96287 2.24772 -5.09173
H 2.21602 0.70358 -5.93646
H 3.01310 -0.04773 -2.28942
H 3.62859 -0.26450 -3.94240
H 3.51144 1.37102 -3.24234
H -2.50491 -0.17161 0.59319
H -4.56269 0.19837 -0.71669
H -4.80182 -1.05230 0.52280
H -5.47607 0.58181 0.76307
H -2.32543 0.37425 2.97665
H -4.06134 0.75517 3.06755
H -3.52105 -0.91102 2.72706
H -4.66439 2.69007 1.72852
H -4.01025 5.06282 1.36949
H -1.99385 5.60779 0.01794
H 0.04159 2.97051 -1.65762
H 1.21552 3.41776 0.49126
H 1.89449 4.40624 -0.82413
H 0.79703 5.14253 0.37568
H -1.31384 4.78485 -2.74653
H -0.55481 5.97861 -1.65906
H 0.44000 5.05911 -2.81157
H 2.62727 0.35859 1.38486
H 3.51410 1.17261 3.55129
H -0.26312 3.03665 4.38258
H -1.20020 2.08277 2.33337
H 2.02919 -1.52776 0.85668
H 1.88757 -2.09068 -0.96735

Values from the calculation:
M in g/mol: 727.76
E_tot in eV: -69713.9307
Net charge: 0
Energy above the lowest of the compared OMol25 structures with the same formula, charge and spin in eV: 0.3142



# 2
Computed, not measured: a structure of composition C40H40IrN7S4Sb in a non-equilibrium geometry, with the ωB97M-V functional and the def2-TZVPD basis.

Positions of all 93 atoms, in Å:
Ir -0.55947 0.04241 1.77029
N -3.25648 -2.86323 3.46532
C -2.54739 -2.81929 4.63366
C -1.55920 -1.89558 4.44448
N -1.66837 -1.38665 3.18170
C -2.70221 -1.98728 2.60575
C -3.05462 -1.62838 1.25332
N -2.31484 -0.74473 0.58591
C -2.89981 -0.60071 -0.64883
C -3.99642 -1.40358 -0.72380
N -4.07668 -2.04462 0.48472
H -4.05189 -3.46440 3.30535
H -2.78999 -3.42674 5.48897
H -0.79683 -1.57515 5.13337
H -2.50441 0.06062 -1.40243
H -4.70644 -1.56686 -1.51647
H -4.80070 -2.70156 0.73758
N 3.21132 -1.06069 3.42377
C 3.30924 -2.10395 2.51963
C 4.25193 -3.11184 2.36695
C 4.00210 -4.05173 1.38743
C 2.84714 -3.98736 0.59486
C 1.92387 -2.97360 0.73694
C 2.16303 -2.00777 1.71300
N 1.42413 -0.90916 2.13158
C 2.07549 -0.39535 3.17241
C 1.50766 0.66993 3.96357
C 1.93083 1.15178 5.16759
S 0.82039 2.28780 5.77506
C -0.14983 2.05822 4.39371
N 0.31749 1.20669 3.52172
H 3.86579 -0.85973 4.16508
H 5.13060 -3.17703 2.99478
H 4.69981 -4.86495 1.24409
H 2.67149 -4.76840 -0.13323
H 1.01790 -2.95801 0.14720
H 2.80806 0.87841 5.73337
H -1.08212 2.58192 4.28446
C -0.29780 5.26118 0.71136
C 0.65250 4.11183 0.36770
S -0.06968 2.47040 -0.01534
C -1.47199 2.97192 -1.07559
C -2.79451 3.36486 -0.38120
S -2.85978 2.99226 1.40354
C -3.80556 4.41537 2.04551
C -2.91545 5.62891 1.89244
S -1.21743 5.05034 2.26312
H -1.00400 5.46975 -0.08986
H 0.31650 6.15362 0.85577
H 1.35891 3.91197 1.17458
H 1.21128 4.40817 -0.52021
H -1.60437 2.11129 -1.73073
H -1.12088 3.79367 -1.69842
H -3.63286 2.83324 -0.83199
H -2.98314 4.43113 -0.48519
H -3.97902 4.16838 3.09337
H -4.77227 4.51345 1.55126
H -3.17267 6.41991 2.59699
H -2.92651 6.05047 0.88984
C 5.44196 -0.58296 -2.09723
C 4.73179 -1.71840 -2.46394
C 3.35724 -1.77421 -2.27452
C 2.71811 -0.66039 -1.74870
C 3.41823 0.46930 -1.34167
C 4.79082 0.51045 -1.53781
Sb 0.56919 -0.63964 -1.67698
C -0.01343 0.66182 -3.28743
C -1.11402 0.30756 -4.06295
C -1.46272 1.11051 -5.14140
C -0.74243 2.26749 -5.41035
C 0.34695 2.61856 -4.61967
C 0.70973 1.82347 -3.54240
C -0.10498 -2.57018 -2.36002
C 0.22472 -2.98997 -3.64269
C -0.18547 -4.25083 -4.05927
C -0.92798 -5.06355 -3.21454
C -1.26279 -4.62893 -1.93839
C -0.85596 -3.37397 -1.50855
H 6.51390 -0.55103 -2.24052
H 5.24110 -2.56838 -2.89802
H 2.80751 -2.66255 -2.56040
H 2.90571 1.30932 -0.88583
H 5.34629 1.39435 -1.25422
H -1.67610 -0.59798 -3.86086
H -2.29865 0.82644 -5.76682
H -1.03249 2.89927 -6.23944
H 0.91903 3.51013 -4.84066
H 1.57370 2.08848 -2.94447
H 0.80059 -2.36220 -4.31258
H 0.08001 -4.59255 -5.05091
H -1.25084 -6.03904 -3.55276
H -1.83101 -5.26721 -1.27448
H -1.10955 -3.03470 -0.50930

Values from the calculation:
M in g/mol: 1061.05
E_tot in eV: -105238.6732
Net charge: +4
Energy above the lowest of the compared OMol25 structures with the same formula, charge and spin in eV: 1.1038
Multiplicity: 6



# 3
Computed, not measured: a structure of composition C40H40N2OPSr in a non-equilibrium geometry, with the ωB97M-V functional and the def2-TZVPD basis.

Positions of all 85 atoms, in Å:
C -0.08847 1.38118 -2.01543
C 1.00682 0.53994 -2.35522
C 0.50097 -0.74484 -2.67993
H 2.05282 0.83862 -2.41406
C -0.91481 -0.70769 -2.53883
C -1.28318 0.61756 -2.16588
H -1.59710 -1.54228 -2.72525
C 1.88423 0.24398 2.06989
C 2.48019 0.60907 0.82938
C 2.82493 -0.57892 0.12914
H 2.67837 1.61627 0.48818
C 2.39410 -1.68908 0.90998
C 1.82759 -1.17921 2.12552
H 1.08170 -1.59036 -3.05647
H -2.30390 0.99751 -2.05671
H -0.03585 2.42762 -1.71314
H 1.50120 -1.79499 2.97344
H 3.38473 -0.65199 -0.80272
H 1.57378 0.93210 2.85418
Sr -0.14645 -0.33640 0.25400
C 2.56607 -3.15332 0.57066
C 2.84232 -3.94330 1.86220
C 3.72083 -3.37823 -0.42300
H 3.72900 -3.52104 2.35361
H 3.01338 -4.99619 1.60812
H 1.98760 -3.88200 2.54622
H 4.65181 -2.95906 -0.01707
H 3.51316 -2.91813 -1.40071
H 3.85447 -4.45996 -0.56979
C 1.24817 -3.63592 -0.10203
C 1.17068 -5.13506 -0.39863
H 1.09461 -3.09263 -1.05096
H 0.38035 -3.41725 0.55000
O 1.87471 -5.98942 0.14279
N 0.25216 -5.53832 -1.33238
C -0.61986 -4.74404 -2.19698
H 0.16426 -6.54587 -1.40095
C 0.03019 -4.30833 -3.49178
C -0.72671 -3.60522 -4.43267
H -1.78565 -3.43183 -4.23489
C -0.13409 -3.12835 -5.59944
H -0.72447 -2.54287 -6.30289
C 1.21175 -3.40197 -5.86297
H 1.67240 -3.04188 -6.78276
C 1.96089 -4.14204 -4.94694
H 3.00802 -4.37222 -5.13762
C 1.36718 -4.60334 -3.76636
H 1.93919 -5.20720 -3.06078
H -0.99566 -3.86340 -1.65025
H -1.49127 -5.37448 -2.42426
N -0.18892 1.85362 0.85785
P -1.20045 2.86593 1.50755
C -2.20343 3.75857 0.28163
C -1.66418 4.90097 -0.33471
C -2.26261 5.43251 -1.47741
C -3.39532 4.81789 -2.01861
C -3.92630 3.67197 -1.41524
C -3.34620 3.15372 -0.25530
C -2.18655 1.98826 2.77146
C -2.06166 2.30122 4.13573
C -2.47200 1.39304 5.11445
C -2.95877 0.13790 4.74353
C -3.04452 -0.20163 3.38791
C -2.72653 0.73927 2.40257
C -0.45142 4.24506 2.38558
C 0.93847 4.27815 2.52046
C 1.53350 5.33010 3.22448
C 0.73499 6.34355 3.76876
C -0.65703 6.32031 3.61277
C -1.25071 5.27052 2.90950
H -0.76108 5.36062 0.07011
H -1.84225 6.32567 -1.93885
H -3.87693 5.24507 -2.89736
H -4.79942 3.17739 -1.84219
H -3.75494 2.26432 0.22599
H -1.60896 3.24191 4.43937
H -2.38983 1.66342 6.16626
H -3.28041 -0.56952 5.50748
H -3.36674 -1.20162 3.09265
H -2.86567 0.49895 1.34084
H 1.53214 3.48031 2.07404
H 2.61915 5.34946 3.34724
H 1.20283 7.15847 4.32238
H -1.28297 7.10728 4.03866
H -2.33246 5.24212 2.77284

Values from the calculation:
M in g/mol: 683.37
E_tot in eV: -57283.1665
Net charge: -1
Energy above the lowest of the compared OMol25 structures with the same formula, charge and spin in eV: 0.0000



- Which of these has the highest energy above the lowest of the compared OMol25 structures with the same formula, charge and spin?
  C40H40IrN7S4Sb



- Among the records above, which one has the lowest E_tot?
  C40H40IrN7S4Sb